## w
Density functional theory data (ωB97M-V with the def2-TZVPD basis set) for C5H10S3 as an isolated structure.

Element x y z (Å)
C 0.431 1.742 -1.049
C -0.034 0.278 -0.526
C -1.227 0.115 0.436
C -0.644 -1.268 0.897
C 0.657 -0.639 0.292
H 2.505 0.989 -0.094
H -0.348 2.359 -1.348
H 1.103 1.454 -1.894
H -0.469 -0.193 -1.375
H -1.284 0.843 1.362
H -3.722 -0.373 0.613
H -0.693 -1.753 1.869
H -0.930 -2.114 0.158
H 1.235 -0.250 1.107
H 2.956 -1.984 0.313
S 1.653 2.336 0.297
S -2.810 0.394 -0.448
S 1.622 -1.936 -0.611

## Properties
LUMO energy: 0.0087 hartree

Atomic partial charges in e from the natural (NBO) method, atoms 1 to 8:
1 C -0.4632
2 C -0.2925
3 C -0.3182
4 C -0.4158
5 C -0.3076
6 H 0.1533
7 H 0.2284
8 H 0.2228

=====

## x
Density functional theory data (ωB97M-V with the def2-TZVPD basis set) for a 2-piece molecular cluster, C5H10S3 overall.

Element x y z (Å)
C 0.633 -1.729 0.384
C 0.541 -0.451 0.364
C 2.549 0.754 -0.417
C 1.250 0.818 0.398
C -2.020 -0.031 -0.070
S -2.646 0.603 1.574
S -2.824 -1.620 -0.617
S -1.946 1.182 -1.388
H -0.205 -2.369 0.468
H 1.604 -2.237 0.347
H 2.748 -0.307 -0.377
H 3.298 1.450 -0.088
H 2.279 0.997 -1.421
H 0.474 1.553 0.020
H 1.496 1.084 1.478
H -2.162 -0.304 2.298
H -2.287 -1.618 -2.001
H -2.783 2.225 -0.952

## Properties
LUMO energy (alpha / beta): 0.0139 / -0.0119 hartree

Atomic partial charges in e from the natural (NBO) method, atoms 1 to 8:
1 C -0.5379
2 C 0.2352
3 C -0.5938
4 C -0.5385
5 C -0.5361
6 S 0.0171
7 S -0.0148
8 S -0.0020

=====

Short version: x is the least stable of them.

=====

## w
Density functional theory data (ωB97M-V with the def2-TZVPD basis set) for a single C2H5N3O3 molecule.

Element x y z (Å)
C 0.680 -0.796 0.078
C -0.648 0.904 -0.880
H 0.651 -0.684 3.087
H 1.410 -2.303 1.186
H 1.696 -1.989 -0.979
H -0.814 0.376 -1.989
H -2.565 3.173 -1.243
N 0.767 -1.485 1.390
N 0.995 -1.135 -1.069
N -1.431 1.801 -0.507
O 1.316 -0.513 2.341
O 0.082 0.382 0.176
O -2.140 2.271 -1.591

## Properties
LUMO energy: 0.0275 hartree

Atomic partial charges in e from the natural (NBO) method, atoms 1 to 8:
1 C 0.6643
2 C 0.3047
3 H 0.4817
4 H 0.3513
5 H 0.3389
6 H 0.2133
7 H 0.4837
8 N -0.3589

=====

## x
Density functional theory data (ωB97M-V with the def2-TZVPD basis set) for a 2-piece molecular cluster, C2H5N3O3 overall.

Element x y z (Å)
C -0.918 1.481 0.910
C -0.463 -0.618 0.075
N -1.225 -1.415 -1.994
N -1.140 -0.794 -0.929
N 2.340 -0.523 0.018
O 1.998 0.466 -0.596
O 3.158 -0.606 0.902
O -0.303 0.218 1.044
H -0.480 2.068 1.761
H -2.058 1.200 1.038
H -0.678 1.894 -0.001
H 1.751 -1.437 -0.174
H -1.982 -1.933 -2.055

## Properties
LUMO energy: -0.0079 hartree

Atomic partial charges in e from the natural (NBO) method, atoms 1 to 8:
1 C -0.2531
2 C 0.3915
3 N -0.4350
4 N -0.1253
5 N 0.3892
6 O -0.3799
7 O -0.3519
8 O -0.4720

=====

## y
Density functional theory data (ωB97M-V with the def2-TZVPD basis set) for a single C2H5N3O3 molecule.

Element x y z (Å)
C -1.543 0.215 -1.461
C 1.993 0.093 1.260
N -0.716 -0.438 -0.504
N -1.334 -0.921 0.501
N 1.263 0.650 0.452
O -0.702 -1.437 1.471
O 0.712 -0.399 -0.642
O 0.766 1.735 0.280
H -0.945 0.967 -1.879
H -2.329 0.586 -0.916
H -1.852 -0.670 -2.103
H 2.447 0.594 2.240
H 2.243 -0.975 1.301

## Properties
LUMO energy: 0.0013 hartree

Atomic partial charges in e from the natural (NBO) method, atoms 1 to 8:
1 C -0.4177
2 C -0.1779
3 N 0.0545
4 N 0.2079
5 N 0.3236
6 O -0.4376
7 O -0.3036
8 O -0.4029

=====

Short version: y is the least stable of them.

=====

## w
Density functional theory data (ωB97M-V with the def2-TZVPD basis set) for a single C2H5N3O3 molecule.

Element x y z (Å)
C 0.020 -0.163 -1.500
C -1.089 -0.651 0.638
H 1.940 -0.326 -2.407
H 2.056 0.794 -0.962
H 0.455 1.995 0.375
H -1.158 -0.925 2.580
H -0.410 0.545 2.175
N 1.509 0.073 -1.644
N -0.593 0.433 -0.193
N -1.232 0.075 1.920
O -0.570 -0.788 -2.241
O 0.504 0.968 0.707
O -1.431 -2.029 0.554

## Properties
LUMO energy: -0.0070 hartree

Atomic partial charges in e from the natural (NBO) method, atoms 1 to 8:
1 C 0.8159
2 C 0.7425
3 H 0.3977
4 H 0.4186
5 H 0.4946
6 H 0.3839
7 H 0.3981
8 N -0.9103

=====

## x
Density functional theory data (ωB97M-V with the def2-TZVPD basis set) for a single C2H5N3O3 molecule.

Element x y z (Å)
C -1.212 -0.476 0.210
C 1.044 -0.216 -0.947
N -2.283 0.260 0.652
N -0.274 0.358 -0.447
N 2.070 0.134 0.038
O -1.214 -1.683 0.301
O 1.785 0.927 0.911
O 3.116 -0.422 -0.179
H 0.920 -1.248 -0.979
H 1.412 0.225 -1.942
H -2.121 1.115 1.214
H -3.081 -0.149 1.048
H -0.162 1.173 0.121

## Properties
LUMO energy: -0.0029 hartree

Atomic partial charges in e from the natural (NBO) method, atoms 1 to 8:
1 C 0.7805
2 C -0.1277
3 N -0.8489
4 N -0.6476
5 N 0.5279
6 O -0.6150
7 O -0.3819
8 O -0.3531

=====

## y
Density functional theory data (ωB97M-V with the def2-TZVPD basis set) for C2H5N3O3 as an isolated structure.

Element x y z (Å)
C -1.385 -0.232 0.266
C 1.286 0.260 0.012
H -2.642 1.317 -0.802
H -3.044 0.576 0.896
H -0.643 -1.425 -1.440
H 3.147 -0.973 0.584
H 3.306 0.907 0.096
N -2.740 0.241 -0.105
N -0.445 -0.573 -0.842
N 2.623 -0.038 0.364
O -0.829 -0.447 1.399
O 0.742 -0.979 -0.304
O 0.625 1.365 -0.123

## Properties
LUMO energy: 0.0205 hartree

Atomic partial charges in e from the natural (NBO) method, atoms 1 to 8:
1 C 0.7681
2 C 0.8888
3 H 0.4194
4 H 0.4013
5 H 0.3865
6 H 0.4480
7 H 0.4195
8 N -0.8580

=====

Short version: w is the least stable of them.

=====

## w
Density functional theory data (ωB97M-V with the def2-TZVPD basis set) for a single C2H5N3O3 molecule.

Element x y z (Å)
C -0.787 -0.837 -0.227
C -0.410 1.856 0.349
N -0.538 -2.081 0.206
N 0.124 0.128 0.282
N 1.429 0.079 -0.246
O -1.730 -0.446 -0.864
O 1.923 -1.010 -0.221
O 1.942 1.102 -0.610
H -0.301 2.269 -0.663
H -1.507 1.797 0.501
H 0.396 2.253 1.019
H 0.348 -2.279 0.759
H -0.888 -2.832 -0.285

## Properties
LUMO energy: 0.0207 hartree

Atomic partial charges in e from the natural (NBO) method, atoms 1 to 8:
1 C 0.7532
2 C -0.3711
3 N -0.7954
4 N -0.3619
5 N 0.6414
6 O -0.5918
7 O -0.4077
8 O -0.3812

=====

## x
Density functional theory data (ωB97M-V with the def2-TZVPD basis set) for C2H5N3O3 as an isolated structure.

Element x y z (Å)
C 0.701 0.644 0.706
C -0.904 -0.671 0.202
H 2.555 2.481 -0.586
H 0.183 0.715 1.619
H 1.252 0.767 -1.561
H -0.950 -0.627 1.325
H -3.405 -2.206 -0.156
N 1.798 1.360 0.586
N -0.190 0.278 -0.308
N -1.777 -1.401 -0.389
O 2.547 1.036 -0.559
O 0.610 -0.010 -1.500
O -2.418 -2.365 0.619

## Properties
LUMO energy: -0.0415 hartree

Atomic partial charges in e from the natural (NBO) method, atoms 1 to 8:
1 C 0.1897
2 C 0.1749
3 H 0.4899
4 H 0.1898
5 H 0.4938
6 H 0.1777
7 H 0.4904
8 N -0.2213

=====

Short version: x is the least stable of them.

=====

## w
Density functional theory data (ωB97M-V with the def2-TZVPD basis set) for a single C2H5N3 molecule.

Element x y z (Å)
C 1.388 -0.618 0.153
C -0.886 0.368 -0.133
H 1.569 1.540 -0.188
H 1.743 -1.508 0.525
H -0.695 -1.517 -0.384
H -0.265 1.266 -0.108
H -2.781 0.767 0.107
N 2.048 0.527 0.045
N -0.038 -0.770 -0.244
N -2.082 -0.055 0.227

## Properties
LUMO energy: 0.0288 hartree

Atomic partial charges in e from the natural (NBO) method, atoms 1 to 8:
1 C 0.2993
2 C 0.2621
3 H 0.3589
4 H 0.1834
5 H 0.4276
6 H 0.1748
7 H 0.3398
8 N -0.6910

=====

## x
Density functional theory data (ωB97M-V with the def2-TZVPD basis set) for a 2-piece molecular cluster, C2H5N3 overall.

Element x y z (Å)
C 0.100 -1.670 1.010
C 0.858 -0.790 0.431
N -0.532 1.846 0.456
N -0.611 1.808 -0.654
N -0.347 1.710 -1.813
H 0.135 -1.835 2.010
H -0.817 -1.958 0.449
H 0.911 -0.520 -0.560
H 1.508 -0.231 1.043
H -1.205 1.641 -2.372

## Properties
LUMO energy: 0.0408 hartree

Atomic partial charges in e from the natural (NBO) method, atoms 1 to 8:
1 C -0.3802
2 C -0.3657
3 N -0.0565
4 N 0.2453
5 N -0.5502
6 H 0.1877
7 H 0.1850
8 H 0.1874

=====

## y
Density functional theory data (ωB97M-V with the def2-TZVPD basis set) for a single C2H5N3 molecule.

Element x y z (Å)
C -1.848 -0.332 -0.121
C 1.558 0.373 -0.051
H -2.417 -1.350 -0.043
H -2.467 0.593 -0.079
H -0.038 1.606 0.005
H 2.148 1.338 -0.320
H 1.400 -1.642 0.381
N -0.588 -0.374 0.095
N 0.169 0.647 0.181
N 2.083 -0.859 -0.049

## Properties
LUMO energy: 0.0341 hartree

Atomic partial charges in e from the natural (NBO) method, atoms 1 to 8:
1 C -0.1765
2 C 0.2480
3 H 0.1932
4 H 0.1544
5 H 0.3599
6 H 0.1807
7 H 0.3681
8 N -0.2178

=====

Short version: x is the least stable of them.

=====

## w
Density functional theory data (ωB97M-V with the def2-TZVPD basis set) for a 2-piece molecular cluster, C3H7N2 overall.

Element x y z (Å)
C -2.936 -0.151 -0.051
C -2.185 0.973 0.123
C -1.539 -0.361 0.013
N -0.441 -1.034 -0.038
N 1.803 0.216 -0.003
H -4.031 -0.471 0.073
H -1.892 1.863 0.524
H 1.817 0.299 1.089
H 0.518 -0.413 0.059
H -0.350 -2.028 -0.034
H 2.527 -0.272 -0.367
H 1.793 1.203 -0.462

## Properties
net charge: +1
LUMO energy (alpha / beta): -0.1169 / -0.3088 hartree
⟨S²⟩: 2.032
2S+1: 3

Atomic partial charges in e from the natural (NBO) method, atoms 1 to 8:
1 C -0.0830
2 C -0.1636
3 C 0.1898
4 N -0.4780
5 N -1.0418
6 H 0.2649
7 H 0.2301
8 H 0.4132

=====

## x
Density functional theory data (ωB97M-V with the def2-TZVPD basis set) for a 3-piece molecular cluster, C3H7N2 overall.

Element x y z (Å)
C -0.314 0.824 0.264
C -1.629 0.296 -0.062
C 0.775 0.208 0.591
N 1.906 -0.415 0.842
N -2.476 0.440 0.891
H -0.439 1.882 0.685
H -1.797 -0.376 -1.005
H 1.664 -0.484 -2.312
H 2.255 -0.808 1.779
H 2.491 -0.535 0.097
H 0.923 -0.946 -2.478
H -3.359 -0.086 0.707

## Properties
net charge: +1
LUMO energy (alpha / beta): -0.1740 / -0.3346 hartree
⟨S²⟩: 2.021
2S+1: 3

Atomic partial charges in e from the natural (NBO) method, atoms 1 to 8:
1 C -0.1060
2 C 0.0676
3 C 0.4469
4 N -0.7717
5 N -0.4132
6 H 0.2441
7 H 0.2184
8 H -0.0205

=====

Short version: x is the least stable of them.

=====

## w
Density functional theory data (ωB97M-V with the def2-TZVPD basis set) for a 2-piece molecular cluster, C6H15ClN2 overall.

Element x y z (Å)
C 1.738 -1.016 -0.910
C 1.507 -0.419 1.471
C 2.650 -2.539 1.005
C -3.356 1.064 -0.539
C -1.283 1.917 0.613
C 2.031 -1.199 0.515
N -1.895 1.093 -0.446
N -1.041 0.739 -1.347
Cl -0.889 2.161 -2.737
H 2.705 -0.752 -1.362
H 1.397 -1.944 -1.272
H 1.113 -0.205 -1.131
H 1.500 -0.628 2.606
H -1.291 -0.071 -1.953
H 1.060 0.619 1.233
H 3.646 -2.324 1.320
H 2.127 -3.026 1.790
H 2.776 -3.211 0.098
H -3.798 -0.011 -0.655
H -3.502 1.423 0.449
H -3.767 1.762 -1.232
H -0.981 2.953 0.152
H -2.022 2.222 1.382
H -0.426 1.393 0.948

## Properties
LUMO energy: 0.0198 hartree

Atomic partial charges in e from the natural (NBO) method, atoms 1 to 8:
1 C -0.6537
2 C -0.4223
3 C -0.6401
4 C -0.4262
5 C -0.4189
6 C 0.0338
7 N -0.1946
8 N -0.3176

=====

## x
Density functional theory data (ωB97M-V with the def2-TZVPD basis set) for a 2-piece molecular cluster, C6H15ClN2 overall.

Element x y z (Å)
C -0.901 0.436 -2.070
C 1.556 0.463 -1.480
C 0.365 -1.707 -2.216
C 1.087 0.714 2.507
C -1.332 0.299 2.454
C 0.332 -0.300 -1.830
N -0.022 0.089 1.808
N 0.061 -0.987 1.012
Cl -0.547 -2.603 1.592
H -1.466 0.198 -2.957
H -1.575 0.181 -1.212
H -0.723 1.594 -2.091
H 1.985 -0.025 -0.497
H 1.212 1.523 -1.296
H 2.341 0.444 -2.334
H -0.288 -2.037 -3.178
H 1.327 -2.156 -2.493
H -0.037 -2.144 -1.312
H 1.044 1.667 2.124
H 1.032 0.834 3.567
H 1.993 0.289 2.207
H -1.494 -0.219 3.372
H -1.430 1.389 2.861
H -2.161 -0.085 1.646

## Properties
LUMO energy (alpha / beta): 0.0267 / -0.0287 hartree

Atomic partial charges in e from the natural (NBO) method, atoms 1 to 8:
1 C -0.6599
2 C -0.6633
3 C -0.6755
4 C -0.4167
5 C -0.4523
6 C 0.0922
7 N -0.2447
8 N -0.1439

=====

Short version: x is the least stable of them.